Model one:
The following is a quantum chemistry calculation of a 2-piece molecular cluster, CH5NO2S overall, from OMol25.

HOMO energy   -8.95 eV
Multiplicity   1
Kohn-Sham gap   9.7 eV

Atoms and positions in Å:
H  -0.274  -2.121  0.765
O  0.001  -0.101  2.168
H  1.687  0.248  -0.342
N  0.886  0.135  -0.864
H  -0.847  0.600  -1.265
H  -0.169  2.244  0.139
C  -0.288  0.678  -0.390
H  0.938  0.014  -1.785
O  -0.916  -1.597  0.450
S  -1.018  -0.101  1.123

Mulliken population analysis, charges in e, atoms 1 to 5: number 1, H, carries 0.3064; number 2, O, carries -0.5525; number 3, H, carries 0.1775; number 4, N, carries -0.3502; number 5, H, carries 0.3751

Model two:
The following is a quantum chemistry calculation of a 2-piece molecular cluster, CH5NO2S overall, from OMol25.

HOMO energy   -9.40 eV
Structure (SMILES)   C=NOO.S
Multiplicity   1
Kohn-Sham gap   9.9 eV

Atoms and positions in Å:
O  -0.030  -1.240  0.125
H  0.533  -1.479  0.898
H  -2.521  0.443  0.429
H  2.663  -0.392  -0.736
H  -3.573  -0.905  0.434
C  2.315  0.699  -0.439
N  1.133  0.888  0.020
H  3.047  1.443  -0.671
S  -3.621  0.253  -0.339
O  0.054  0.291  0.279

Mulliken population analysis, charges in e, atoms 1 to 5: number 1, O, carries -0.4008; number 2, H, carries 0.3352; number 3, H, carries 0.1041; number 4, H, carries 0.2007; number 5, H, carries 0.1520

The structure with the least stability is model two.

Model one:
The following is a quantum chemistry calculation of the molecule C5H11N2O, from OMol25.

HOMO energy (alpha / beta)   -4.74 / -8.87 eV
Multiplicity   2
<S²>   0.753
Kohn-Sham gap (alpha / beta)   5.7 / 9.8 eV

Atoms and positions in Å:
H  -2.505  -2.848  0.887
O  -2.282  -1.633  -0.661
H  1.613  2.442  -1.299
H  3.241  2.080  -1.466
H  -0.230  -1.583  1.566
H  3.073  -0.169  -1.136
H  -0.122  1.690  -0.592
C  -1.186  -1.075  1.445
C  2.180  0.424  -1.047
H  -1.700  1.010  1.020
N  0.992  -0.090  -0.617
H  -1.099  0.306  -0.998
H  0.781  -1.063  -0.807
H  -1.825  -0.954  2.323
H  -0.118  0.665  1.839
C  -2.043  -1.938  0.474
C  -0.245  0.626  -0.411
C  -0.815  0.370  1.051
N  2.292  1.738  -1.571

Mulliken population analysis, charges in e, atoms 1 to 5: number 1, H, carries 0.3839; number 2, O, carries -0.4634; number 3, H, carries 0.1988; number 4, H, carries 0.2338; number 5, H, carries 0.3287

Model two:
The following is a quantum chemistry calculation of C5H11N2O as an isolated structure, from OMol25.

HOMO energy (alpha / beta)   -7.80 / -7.78 eV
Multiplicity   2
<S²>   0.759
Kohn-Sham gap (alpha / beta)   7.1 / 5.8 eV

Atoms and positions in Å:
H  2.178  -1.076  1.396
C  0.355  0.288  0.758
H  -1.296  -0.258  -1.643
C  -2.375  0.272  0.571
H  0.188  0.426  1.932
C  1.773  0.558  0.354
N  -0.673  0.506  -1.453
N  2.842  -1.835  -0.401
H  -2.494  0.765  1.597
H  3.493  -0.912  0.104
H  2.270  1.342  -0.111
H  -0.780  1.831  0.141
H  0.286  -0.803  0.615
H  0.276  0.123  -1.527
C  2.387  -0.685  0.470
O  -3.382  0.418  -0.249
C  -0.912  0.734  0.011
H  2.585  -1.624  -1.320
H  -2.199  -0.859  0.810

Mulliken population analysis, charges in e, atoms 1 to 5: number 1, H, carries 0.4285; number 2, C, carries -0.7952; number 3, H, carries 0.2780; number 4, C, carries -0.4161; number 5, H, carries 0.2621

The structure with the least stability is model two.